Molecular formula: C8H10N2O2
Method: DFT, ωB97M-V with the def2-TZVPD basis set

LUMO level (spin up / spin down): 0.1 / 0.1 eV
Electronic energy: -15525.8033 eV
2S+1: 1
Total charge: 0
ΔE to the lowest compared entry with this formula, charge and spin: 189.2 kcal/mol
Gap between HOMO and LUMO (spin up / spin down): 9.066 / 9.066 eV
Largest force on an atom: 0.0565 hartree/bohr

Geometry (Å):
C  -1.56  -0.35  0.14
C  -2.95  0.20  0.45
C  0.84  0.28  -0.05
C  0.67  -2.29  0.13
C  -0.58  0.83  0.15
C  -0.37  -1.62  0.95
C  0.95  -0.97  0.81
C  -0.95  1.89  -0.88
N  -1.49  -1.15  -1.01
N  -4.12  0.13  0.48
O  -5.28  0.32  0.58
O  -2.48  -1.73  -1.42
H  0.99  0.03  -1.10
H  1.58  1.03  0.23
H  1.08  -3.19  0.57
H  0.59  -2.31  -0.94
H  -0.64  1.26  1.16
H  -0.85  -2.04  1.82
H  1.61  -0.93  1.66
H  -0.39  1.75  -1.80
H  -0.74  2.89  -0.51
H  -2.01  1.84  -1.12

Molecular formula: H2N6O
Method: DFT, ωB97M-V with the def2-TZVPD basis set

LUMO level: -0.2 eV
Electronic energy: -11013.4052 eV
2S+1: 1
Total charge: 0
ΔE to the lowest compared entry with this formula, charge and spin: 45.2 kcal/mol
Gap between HOMO and LUMO: 9.039 eV
Largest force on an atom: 0.0658 hartree/bohr

Geometry (Å):
N  1.17  -0.61  -0.88
N  1.44  -0.30  0.28
N  -1.13  -0.11  -0.60
N  -0.03  -0.17  -1.39
N  0.76  0.58  0.95
N  -1.04  0.35  0.53
O  -1.78  0.36  1.47
H  -0.25  -0.58  -2.30
H  0.86  0.49  1.96

Molecular formula: C39H48N4P3PdS2
Method: DFT, ωB97M-V with the def2-TZVPD basis set

LUMO level: -3.8 eV
Electronic energy: -100195.5205 eV
2S+1: 1
Total charge: +1
ΔE to the lowest compared entry with this formula, charge and spin: 5.3 kcal/mol
Gap between HOMO and LUMO: 6.865 eV
Largest force on an atom: 0.0167 hartree/bohr

Geometry (Å):
Pd  1.54  0.66  -0.26
C  2.07  4.79  -2.94
C  2.54  3.49  -2.25
C  3.64  3.88  -1.27
P  1.10  2.42  -1.71
C  0.65  1.56  -3.29
C  0.59  2.41  -4.56
C  1.58  0.37  -3.52
C  -0.27  3.49  -1.12
C  -1.14  4.24  -2.13
C  0.25  4.40  0.00
H  2.92  5.22  -3.45
H  1.73  5.51  -2.20
H  1.28  4.66  -3.67
H  3.00  2.86  -3.02
H  3.24  4.32  -0.35
H  4.25  4.64  -1.74
H  4.29  3.05  -1.02
H  -0.35  1.19  -3.10
H  1.57  2.76  -4.87
H  -0.09  3.25  -4.50
H  0.22  1.76  -5.36
H  2.62  0.68  -3.65
H  1.28  -0.13  -4.45
H  1.55  -0.37  -2.72
H  -0.92  2.75  -0.65
H  -0.60  4.97  -2.72
H  -1.92  4.78  -1.58
H  -1.63  3.55  -2.81
H  0.78  5.26  -0.41
H  0.93  3.88  0.67
H  -0.59  4.78  0.58
C  -0.78  -1.73  0.42
P  -0.65  -0.02  -0.20
C  -1.63  0.93  0.98
C  -1.04  1.83  1.87
C  -1.81  2.48  2.82
C  -3.17  2.24  2.88
C  -3.77  1.34  2.01
C  -3.00  0.68  1.07
C  -1.63  -0.09  -1.72
C  -2.57  0.88  -2.04
C  -3.21  0.84  -3.27
C  -2.92  -0.17  -4.18
C  -1.99  -1.15  -3.85
C  -1.35  -1.11  -2.62
P  -0.56  -1.99  2.25
C  -2.29  -2.19  2.78
C  -3.18  -3.10  2.20
C  -4.49  -3.18  2.65
C  -4.91  -2.37  3.69
C  -4.03  -1.48  4.29
C  -2.73  -1.40  3.83
C  0.05  -3.71  2.32
C  0.99  -4.22  1.43
C  1.53  -5.49  1.59
C  1.13  -6.27  2.67
C  0.20  -5.78  3.57
C  -0.34  -4.51  3.39
H  -0.08  -2.36  -0.13
H  -1.79  -2.04  0.14
H  0.03  2.01  1.81
H  -1.34  3.17  3.51
H  -3.77  2.75  3.62
H  -4.83  1.14  2.07
H  -3.47  -0.02  0.40
H  -2.81  1.67  -1.34
H  -3.94  1.60  -3.52
H  -3.42  -0.20  -5.14
H  -1.77  -1.94  -4.55
H  -0.61  -1.87  -2.39
H  -2.85  -3.75  1.40
H  -5.17  -3.88  2.19
H  -5.93  -2.44  4.05
H  -4.36  -0.86  5.12
H  -2.04  -0.70  4.29
H  1.33  -3.62  0.59
H  2.25  -5.86  0.88
H  1.54  -7.26  2.79
H  -0.12  -6.38  4.40
H  -1.08  -4.15  4.10
N  2.14  -1.41  -0.24
C  2.93  -2.13  -0.73
N  3.85  -2.93  -1.09
C  3.62  -3.67  -2.17
N  3.48  -4.32  -3.11
S  3.58  1.52  0.66
C  3.56  0.13  1.72
N  4.44  -0.84  1.70
C  4.02  -2.08  2.40
C  3.02  -1.63  3.46
S  2.21  -0.15  2.75
H  5.19  -0.83  1.03
H  4.88  -2.58  2.83
H  3.55  -2.73  1.66
H  3.53  -1.30  4.37
H  2.28  -2.39  3.69

Molecular formula: C9H14O
Method: DFT, ωB97M-V with the def2-TZVPD basis set

LUMO level: 0.8 eV
Electronic energy: -11605.8199 eV
2S+1: 1
Total charge: 0
ΔE to the lowest compared entry with this formula, charge and spin: 41.9 kcal/mol
Gap between HOMO and LUMO: 9.228 eV
Largest force on an atom: 0.0753 hartree/bohr
Structure (SMILES): Cc1ccc(O)cc1.CC

Geometry (Å):
C  2.61  1.68  1.47
C  1.91  0.39  1.13
C  1.53  0.27  -0.22
C  0.82  -0.79  -0.71
C  0.54  -1.92  0.14
O  -0.02  -3.12  -0.31
C  0.76  -1.86  1.52
C  1.39  -0.63  1.97
H  2.92  1.58  2.46
H  1.96  2.63  1.19
H  3.47  1.65  0.86
H  1.64  1.10  -0.86
H  0.46  -0.73  -1.80
H  -0.64  -3.04  -0.96
H  0.35  -2.63  2.13
H  1.43  -0.72  3.05
C  -3.24  0.47  -1.81
C  -2.01  1.01  -1.04
H  -3.32  1.00  -2.70
H  -3.11  -0.62  -2.10
H  -4.06  0.60  -1.01
H  -1.85  0.39  -0.19
H  -2.29  1.94  -0.55
H  -1.25  1.34  -1.68

Molecular formula: C20H42I2O14P2S
Method: DFT, ωB97M-V with the def2-TZVPD basis set

LUMO level: -3.3 eV
Electronic energy: -95682.4759 eV
2S+1: 1
Total charge: 0
Gap between HOMO and LUMO: 5.658 eV
Largest force on an atom: 0.2026 hartree/bohr
Structure (SMILES): COC[C@@H](C[SH](=O)=O)O[C@@H](CCCCOC(C)=O)/C(I)=C(/C)I.COP(=O)(OC)OC.COP(=O)(OC)OC

Geometry (Å):
C  7.34  3.85  -0.95
O  6.48  3.66  -2.13
C  5.75  2.35  -2.03
C  4.80  2.20  -3.36
C  5.60  1.37  -4.58
S  7.44  1.72  -4.65
O  8.10  0.54  -5.47
O  7.83  3.02  -5.38
O  3.55  1.46  -3.16
C  2.58  2.21  -2.34
C  1.80  3.42  -3.14
C  0.73  4.17  -2.09
C  -0.78  4.32  -2.73
C  -1.97  3.67  -1.76
O  -3.10  3.12  -2.57
C  -3.79  2.04  -1.83
C  -4.42  0.73  -2.63
O  -4.00  2.06  -0.50
C  1.47  1.07  -1.83
I  -0.32  0.67  -3.11
C  1.66  0.31  -0.56
C  0.57  -0.85  -0.04
I  3.41  0.58  0.80
H  8.47  4.05  -1.26
H  6.91  4.80  -0.37
H  7.38  2.89  -0.25
H  6.52  1.45  -1.92
H  5.17  2.40  -1.01
H  4.53  3.26  -3.79
H  5.47  0.22  -4.31
H  5.11  1.51  -5.63
H  8.10  1.73  -3.40
H  3.05  2.71  -1.37
H  2.63  4.25  -3.35
H  1.29  3.09  -4.14
H  0.62  3.61  -1.07
H  1.09  5.28  -1.82
H  -0.88  3.84  -3.79
H  -1.07  5.47  -2.85
H  -2.47  4.49  -1.06
H  -1.57  2.81  -1.08
H  -3.78  0.53  -3.60
H  -5.55  0.90  -2.96
H  -4.39  -0.26  -2.00
H  0.08  -1.45  -0.92
H  1.23  -1.63  0.56
H  -0.20  -0.27  0.62
C  -3.89  -4.66  -1.33
O  -3.83  -4.63  0.09
P  -2.35  -4.12  0.83
O  -2.15  -3.02  -0.22
O  -1.62  -5.52  0.32
C  -2.10  -6.72  0.90
O  -0.87  -3.62  1.58
C  -0.42  -4.41  2.66
H  -4.71  -5.32  -1.62
H  -4.10  -3.66  -1.72
H  -2.96  -5.06  -1.76
H  -2.69  -7.26  0.16
H  -2.70  -6.54  1.79
H  -1.24  -7.34  1.17
H  0.16  -5.26  2.28
H  -1.26  -4.77  3.25
H  0.23  -3.80  3.29
C  -4.08  -2.07  8.05
O  -4.77  -1.41  6.99
P  -4.27  -1.72  5.37
O  -4.06  -3.21  5.67
O  -2.87  -0.90  5.65
C  -2.98  0.50  5.89
O  -3.77  -2.03  3.74
C  -3.63  -0.90  2.91
H  -4.26  -1.51  8.97
H  -4.47  -3.08  8.18
H  -3.00  -2.09  7.87
H  -2.82  0.69  6.95
H  -3.97  0.87  5.60
H  -2.22  1.02  5.31
H  -2.64  -0.45  3.04
H  -4.41  -0.16  3.13
H  -3.74  -1.21  1.86

Molecular formula: C48H37AsBrCl2N5O4RbS3
Method: DFT, ωB97M-V with the def2-TZVPD basis set

LUMO level (spin up / spin down): 3.5 / 3.5 eV
Electronic energy: -255104.9029 eV
⟨S²⟩: 0.772
2S+1: 2
Total charge: -2
ΔE to the lowest compared entry with this formula, charge and spin: 24.5 kcal/mol
Gap between HOMO and LUMO (spin up / spin down): 4.707 / 6.570 eV
Largest force on an atom: 0.0680 hartree/bohr

Geometry (Å):
Rb  -0.03  1.57  1.39
Br  -2.48  2.80  9.39
C  -2.45  2.84  7.52
C  -2.00  4.11  6.99
C  -1.91  4.29  5.59
C  -2.30  3.23  4.74
C  -2.76  2.06  5.32
C  -2.83  1.80  6.71
N  -2.31  3.40  3.39
C  -2.75  4.56  2.90
C  -2.59  5.06  1.58
C  -2.87  6.46  1.41
C  -2.58  7.10  0.24
C  -2.11  6.35  -0.84
C  -1.96  4.98  -0.63
N  -2.08  4.34  0.52
H  -1.66  4.91  7.69
H  -1.46  5.18  5.16
H  -3.06  1.25  4.72
H  -3.15  0.89  7.13
H  -3.24  5.21  3.54
H  -3.29  7.03  2.24
H  -2.79  8.14  0.18
H  -1.98  6.79  -1.78
H  -1.61  4.35  -1.47
O  2.21  -0.11  1.78
N  3.45  -0.27  1.32
C  4.20  -1.20  2.02
C  5.51  -1.38  1.71
C  6.15  -0.58  0.71
C  5.40  0.35  0.07
C  4.00  0.55  0.40
S  3.08  1.70  -0.38
H  3.59  -1.77  2.73
H  5.99  -2.18  2.25
H  7.20  -0.68  0.54
H  5.82  0.98  -0.67
C  5.55  1.37  -4.96
C  4.65  2.38  -4.98
C  3.38  2.14  -4.47
C  3.03  0.91  -3.85
C  4.02  -0.06  -3.75
C  5.26  0.17  -4.31
As  1.21  0.82  -3.12
C  1.21  -1.04  -2.42
C  1.46  -1.46  -1.14
C  1.57  -2.83  -0.91
C  1.36  -3.76  -1.93
C  0.91  -3.28  -3.17
C  0.80  -1.92  -3.43
C  0.39  -1.32  -4.72
C  -0.06  -1.99  -5.83
C  -0.40  -1.32  -6.99
C  -0.36  0.07  -7.05
C  0.08  0.76  -5.92
C  0.46  0.08  -4.77
H  6.57  1.47  -5.23
H  4.78  3.37  -5.43
H  2.66  2.91  -4.62
H  3.80  -1.08  -3.37
H  6.01  -0.60  -4.29
H  1.55  -0.75  -0.30
H  1.85  -3.19  0.06
H  1.39  -4.85  -1.75
H  0.60  -3.96  -3.92
H  -0.22  -3.05  -5.75
H  -0.84  -1.84  -7.86
H  -0.81  0.57  -7.89
H  0.14  1.84  -5.91
Cl  -2.41  -4.92  -1.76
C  -1.58  -5.74  -0.48
Cl  -0.95  -7.35  -0.99
H  -2.23  -5.93  0.30
H  -0.72  -5.19  -0.15
S  -2.66  1.91  -2.98
C  -3.50  1.22  -1.61
N  -3.51  1.89  -0.41
C  -3.78  1.33  0.80
C  -4.15  0.01  0.94
C  -4.19  -0.70  -0.28
C  -3.93  -0.15  -1.51
H  -3.07  2.78  -0.31
H  -3.71  2.03  1.62
H  -4.35  -0.43  1.90
H  -4.56  -1.74  -0.24
H  -4.07  -0.68  -2.42
O  -3.18  -4.23  4.14
S  -2.69  -4.25  2.78
O  -3.24  -5.38  2.01
N  -2.75  -2.88  2.02
C  -1.53  -2.25  1.96
O  -1.28  -1.19  1.43
C  -0.45  -3.09  2.58
C  0.91  -2.89  2.62
C  1.68  -3.92  3.12
C  1.21  -5.16  3.50
C  -0.17  -5.41  3.44
C  -0.93  -4.33  2.92
H  1.32  -1.96  2.23
H  2.82  -3.72  3.20
H  1.91  -5.93  3.64
H  -0.58  -6.35  3.83